(1)
{
  "formula": "C21H28N6O4",
  "method": "the ωB97M-V functional and the def2-TZVPD basis",
  "symbols": ["C", "C", "O", "C", "C", "N", "C", "N", "C", "C", "C", "O", "N", "C", "O", "N", "C", "H", "H", "H", "H", "N", "C", "H", "C", "N", "C", "C", "C", "C", "C", "C", "H", "H", "O", "C", "H", "H", "H", "H", "H", "C", "H", "C", "H", "H", "H", "H", "H", "H", "H", "H", "H", "H", "H", "H", "H", "H", "H"],
  "positions_angstrom": [[2.5530, -1.2269, -0.7913], [2.5105, -1.5160, -2.2902], [1.2022, -1.6832, -2.8009], [0.5718, -2.9072, -2.4682], [-0.8874, -2.6677, -2.0534], [-0.9889, -1.6958, -0.9966], [-1.4885, -0.4313, -0.9925], [-1.5603, 0.0803, 0.2343], [-1.0540, -0.8635, 1.0492], [-0.6805, -1.9871, 0.3259], [-0.1089, -3.1337, 0.9444], [0.2849, -4.1686, 0.4327], [-0.0208, -2.9395, 2.3243], [-0.3764, -1.8443, 3.0901], [-0.2271, -1.8364, 4.2911], [-0.9107, -0.7807, 2.3996], [-1.2883, 0.4124, 3.1252], [-1.7817, 0.1206, 4.0515], [-1.9524, 0.9912, 2.4901], [-0.4042, 1.0036, 3.3674], [0.3685, -3.7119, 2.8531], [-1.9742, 0.2076, -2.0986], [-2.7335, 1.4294, -1.8501], [-2.9849, 1.4505, -0.7916], [-1.9074, 2.6721, -2.2488], [-0.4964, 2.4237, -2.0874], [0.1098, 2.5441, -0.8423], [-0.5883, 2.9529, 0.2988], [0.0498, 3.1029, 1.5092], [1.4082, 2.8290, 1.6473], [2.1218, 2.4543, 0.5187], [1.4828, 2.3342, -0.7036], [2.0855, 2.0869, -1.5644], [3.1824, 2.2612, 0.5660], [1.9255, 2.9615, 2.9096], [3.2910, 2.6930, 3.0981], [3.9210, 3.3765, 2.5184], [3.4787, 2.8456, 4.1599], [3.5390, 1.6592, 2.8337], [-0.4992, 3.4259, 2.3798], [-1.6456, 3.1518, 0.2609], [-0.0434, 1.4185, -3.0275], [0.2275, 1.8946, -3.9792], [-1.1374, 0.3541, -3.2785], [-0.6434, -0.5782, -3.5345], [-1.7977, 0.6444, -4.0998], [0.8327, 0.9089, -2.6325], [-2.0696, 2.9068, -3.3066], [-2.2086, 3.5436, -1.6700], [-3.6536, 1.3800, -2.4429], [-1.4963, -2.3383, -2.8953], [-1.2806, -3.6178, -1.6792], [1.0860, -3.4066, -1.6437], [0.5859, -3.5739, -3.3417], [3.1203, -2.3999, -2.5205], [2.9131, -0.6647, -2.8469], [3.5729, -0.9925, -0.4990], [2.2218, -2.0889, -0.2173], [1.9136, -0.3802, -0.5479]],
  "lumo_ev": 0.7,
  "relative_energy_kcal_mol": 1.3,
  "gap_ev": 8.010,
  "charge": 0,
  "e_homo_ev": -7.30,
  "smiles": "CCOCCn1c(N2CCN(c3ccc(OC)cc3)CC2)nc2c1c(=O)[nH]c(=O)n2C",
  "largest_force_ev_per_a": 1.4
}



(2)
{
  "formula": "C5H7NS",
  "method": "the ωB97M-V functional and the def2-TZVPD basis",
  "symbols": ["C", "C", "C", "C", "C", "H", "H", "H", "H", "H", "H", "H", "N", "S"],
  "positions_angstrom": [[-2.1379, -0.3662, 0.0446], [-0.6582, -0.5975, -0.0244], [1.6042, -0.0951, 0.4268], [1.5085, 1.3373, -0.0525], [0.4202, 0.3783, -0.4011], [-2.5141, 0.1626, -0.8451], [-2.3960, 0.2733, 0.8829], [-2.6562, -1.3249, 0.1851], [1.3364, -0.1245, 1.4942], [2.0646, 1.7459, -0.9089], [1.4633, 2.0300, 0.7846], [0.5661, 0.1765, -1.4821], [-0.1781, -1.7919, 0.0073], [1.5771, -1.8037, -0.1114]],
  "lumo_ev": 0.9,
  "relative_energy_kcal_mol": 77.7,
  "gap_ev": 9.495,
  "charge": 0,
  "e_homo_ev": -8.55,
  "smiles": "CC1=NS[C@H]2C[C@H]12",
  "largest_force_ev_per_a": 0.7
}



(3)
{
  "formula": "C5H7NOS2",
  "method": "the ωB97M-V functional and the def2-TZVPD basis",
  "symbols": ["C", "C", "C", "C", "C", "N", "O", "S", "S", "H", "H", "H", "H", "H", "H", "H"],
  "positions_angstrom": [[-2.3303, 1.5314, 0.6406], [-0.3072, -0.4089, -0.6855], [0.3181, -0.6665, 1.5580], [0.7395, -0.0599, 0.1937], [-2.6368, 0.2590, 0.1384], [-2.0700, 2.5229, 1.1751], [-0.4477, -0.9940, -1.7264], [-2.9962, -0.9871, 1.3284], [-3.2277, 0.1801, -1.5074], [0.4324, -1.8368, 1.6456], [-0.6273, -0.4716, 1.8474], [0.9717, -0.2415, 2.3947], [1.6932, -0.2398, -0.1806], [0.6368, 0.9822, 0.3535], [-3.4196, -0.1281, 2.2859], [-2.8138, -1.0273, -1.9269]],
  "lumo_ev": [-1.0, -0.3],
  "relative_energy_kcal_mol": 76.5,
  "gap_ev": [7.014, 7.758],
  "charge": 0,
  "e_homo_ev": [-7.97, -8.01],
  "largest_force_ev_per_a": 5.8
}



(4)
{
  "formula": "C17H19N3O3",
  "method": "the ωB97M-V functional and the def2-TZVPD basis",
  "symbols": ["C", "H", "O", "C", "C", "C", "C", "C", "C", "H", "H", "N", "C", "H", "C", "H", "O", "C", "H", "C", "H", "H", "H", "H", "H", "N", "C", "O", "C", "C", "C", "C", "N", "C", "H", "H", "H", "H", "H", "H", "H", "H"],
  "positions_angstrom": [[-0.5709, -0.0786, 5.2225], [-0.7868, 0.0747, 6.2786], [-1.3138, 0.9034, 4.5371], [-1.2211, 0.9560, 3.1834], [-0.4442, 0.0956, 2.4165], [-0.4182, 0.2362, 1.0356], [-1.1615, 1.2434, 0.4047], [-1.9349, 2.0913, 1.1846], [-1.9730, 1.9505, 2.5563], [-2.5730, 2.6065, 3.1659], [-2.5163, 2.8718, 0.7159], [-1.0600, 1.3317, -1.0176], [-2.3137, 1.5141, -1.7458], [-3.1590, 1.3366, -1.0790], [-2.4237, 2.9012, -2.3764], [-3.3517, 2.9911, -2.9466], [-1.3714, 3.1498, -3.2896], [-0.1584, 2.5079, -2.9459], [-0.0877, 1.5417, -3.4688], [-0.0295, 2.2769, -1.4459], [-0.1126, 3.2419, -0.9219], [0.9538, 1.8559, -1.2156], [0.6463, 3.1551, -3.3044], [-2.4245, 3.6723, -1.5913], [-2.3515, 0.7651, -2.5483], [0.3075, -0.6091, 0.1982], [1.1747, -1.6067, 0.5155], [1.5063, -1.9055, 1.6457], [1.7310, -2.3112, -0.6786], [1.0366, -2.4896, -1.8723], [1.6519, -3.1767, -2.9053], [2.9363, -3.6623, -2.7046], [3.6002, -3.5096, -1.5715], [3.0117, -2.8593, -0.5879], [3.5748, -2.7564, 0.3299], [3.4566, -4.2063, -3.4818], [1.1428, -3.3399, -3.8425], [0.0236, -2.1290, -1.9908], [0.1249, -0.4016, -0.7779], [0.1450, -0.6873, 2.8608], [-0.8766, -1.0881, 4.9317], [0.5030, 0.0376, 5.0496]],
  "lumo_ev": 0.4,
  "relative_energy_kcal_mol": 43.9,
  "gap_ev": 8.505,
  "charge": 0,
  "e_homo_ev": -8.13,
  "smiles": "COc1ccc(N2CCOCC2)c(NC(=O)c2cccnc2)c1",
  "largest_force_ev_per_a": 0.5
}



(5)
{
  "formula": "C11H14N2O",
  "method": "the ωB97M-V functional and the def2-TZVPD basis",
  "symbols": ["C", "C", "C", "C", "C", "C", "C", "O", "H", "H", "H", "H", "H", "H", "H", "H", "C", "C", "C", "C", "N", "N", "H", "H", "H", "H", "H", "H"],
  "positions_angstrom": [[-0.9484, -1.5832, 2.3002], [-1.3725, -0.3685, 1.5535], [-2.4170, -0.2904, 0.6675], [-0.6044, 0.7851, 1.7283], [-2.7224, 0.9158, 0.0159], [-0.8197, 1.9592, 1.0712], [-1.9376, 2.0558, 0.2415], [-2.1859, 3.2584, -0.3780], [-1.7502, -2.3261, 2.2383], [-0.8114, -1.3950, 3.3728], [-3.0663, -1.1375, 0.5123], [0.0957, 0.7384, 2.5661], [-3.6881, 0.9477, -0.4919], [-0.0679, 2.7463, 0.9965], [-3.1250, 3.2254, -0.5577], [-0.0017, -1.9987, 1.9036], [3.5857, -0.4000, 0.2002], [1.2328, -0.6102, -0.7899], [2.5693, -0.8837, -0.7509], [1.8314, -1.8998, -2.4780], [0.7701, -1.2911, -1.9066], [2.9579, -1.6133, -1.8270], [0.7183, -0.1965, 0.0422], [-0.1440, -1.3098, -2.3257], [4.0576, -1.2472, 0.7571], [3.0493, 0.1045, 1.0136], [1.7619, -2.5241, -3.3586], [4.3750, 0.2209, -0.2399]],
  "lumo_ev": 0.7,
  "relative_energy_kcal_mol": 36.5,
  "gap_ev": 9.101,
  "charge": 0,
  "e_homo_ev": -8.41,
  "smiles": "Cc1ccc(O)cc1.Cc1c[nH]cn1",
  "largest_force_ev_per_a": 1.9
}



(6)
{
  "formula": "C4H8S2Si",
  "method": "the ωB97M-V functional and the def2-TZVPD basis",
  "symbols": ["C", "C", "C", "C", "Si", "S", "S", "H", "H", "H", "H", "H", "H", "H", "H"],
  "positions_angstrom": [[2.4829, 0.5824, -0.1761], [2.4532, -0.6917, -0.1695], [-1.6274, -0.0137, 1.6473], [-1.3308, -0.0550, -1.4211], [-0.3910, 0.1342, 0.1805], [1.0882, 1.7097, 0.1284], [0.9244, -1.5979, 0.2289], [3.3632, 1.1815, -0.2603], [3.3498, -1.3748, -0.4997], [-1.1721, -0.1002, 2.6355], [-2.1959, 0.9250, 1.6570], [-2.3846, -0.8387, 1.4095], [-0.5414, -0.1366, -2.2527], [-2.1865, -0.7624, -1.5564], [-1.8322, 1.0382, -1.5513]],
  "lumo_ev": 0.6,
  "relative_energy_kcal_mol": 20.1,
  "gap_ev": 8.903,
  "charge": 0,
  "e_homo_ev": -8.28,
  "smiles": "C[Si]1(C)SC=CS1",
  "largest_force_ev_per_a": 5.2
}



(7)
{
  "formula": "C10H20B2Cl4NO6",
  "method": "the ωB97M-V functional and the def2-TZVPD basis",
  "symbols": ["C", "C", "O", "B", "O", "C", "N", "C", "O", "B", "C", "C", "C", "O", "C", "C", "O", "O", "H", "H", "H", "H", "H", "H", "H", "H", "H", "H", "H", "H", "H", "H", "H", "H", "H", "H", "H", "H", "C", "Cl", "Cl", "Cl", "Cl"],
  "positions_angstrom": [[-3.5818, 2.5109, -0.4852], [-2.8932, 2.9725, -1.7604], [-1.6838, 2.2542, -1.9867], [-1.8190, 0.9046, -2.2308], [-2.8301, 0.4700, -3.0642], [-0.7880, -0.0817, -1.5477], [0.5630, 0.4741, -1.7256], [-0.8469, -1.5569, -2.0448], [-1.6542, -2.2280, -1.1488], [-1.2926, -1.6487, 0.2022], [0.0273, -2.4753, 0.7766], [1.0477, -1.6588, 1.5944], [0.4007, -0.6145, 2.4738], [1.3917, -0.1378, 3.4487], [1.1771, -0.4815, 4.7302], [2.4112, -1.0413, 5.4085], [0.1181, -0.3438, 5.3143], [-1.0403, -0.2282, -0.1577], [-2.8490, 2.1374, 0.2264], [-4.2485, 1.6750, -0.6944], [-4.1614, 3.3182, -0.0460], [-2.6215, 4.0235, -1.6711], [-3.5499, 2.8930, -2.6251], [-3.2783, -0.2890, -2.6876], [0.6318, 1.2869, -1.1255], [1.1827, -0.2136, -1.3055], [0.2093, -1.8851, -2.0223], [-1.2370, -1.6889, -3.0536], [-2.2298, -1.7577, 0.9889], [-0.3435, -3.2851, 1.4105], [0.5767, -2.9706, -0.0282], [1.8014, -1.2181, 0.9410], [1.6073, -2.3322, 2.2555], [-0.4881, -0.9778, 2.9772], [0.1352, 0.2496, 1.8748], [2.9740, -1.6129, 4.6778], [3.0299, -0.2436, 5.8077], [2.0759, -1.6778, 6.2190], [4.3557, 1.5226, -3.8845], [5.7136, 1.6359, -2.7471], [4.2530, 3.0345, -4.8078], [4.6568, 0.1850, -5.0061], [2.8483, 1.2401, -3.0152]],
  "lumo_ev": 2.2,
  "gap_ev": 6.803,
  "charge": -1,
  "e_homo_ev": -4.57,
  "largest_force_ev_per_a": 1.0
}



(8)
{
  "formula": "C5H6N2",
  "method": "the ωB97M-V functional and the def2-TZVPD basis",
  "symbols": ["C", "C", "C", "C", "C", "N", "N", "H", "H", "H", "H", "H", "H"],
  "positions_angstrom": [[2.4151, -0.9633, -0.3448], [1.0076, -1.3528, -0.1392], [3.2212, 0.0479, 0.0011], [-1.0170, -0.2813, 0.7718], [-1.9328, 0.1955, -0.4077], [3.9858, 0.9504, 0.2644], [0.0465, -0.7269, 0.2928], [2.8158, -1.5683, -1.1453], [-1.2769, -0.2019, 1.8231], [-2.3038, -0.6942, -0.7645], [-1.3697, 0.6929, -1.0849], [-2.7589, 0.7242, -0.0754], [4.7735, 1.0922, 1.0250]],
  "lumo_ev": 0.7,
  "relative_energy_kcal_mol": 108.1,
  "gap_ev": 8.058,
  "charge": 0,
  "e_homo_ev": -7.35,
  "largest_force_ev_per_a": 4.3
}